[1]
A cluster of 4 separate species, H12N4 in total in a non-equilibrium geometry, computed with wB97M-V/def2-TZVPD.

Output
net charge: 0
HOMO energy: -9.8 eV
relative energy (zero: lowest compared OMol25 entry of this formula, charge and spin): 1.009 eV
structure (SMILES): N.N.N.N
frontier orbital gap: 10.42 eV
E: -6154.2724 eV

Each line ends with the Löwdin charge.
Atoms and positions in Å:
N 3.01610 -0.02271 2.30171  0.04
N -0.05885 -2.42281 -0.81482  0.01
N -4.09131 -2.74367 -1.39062  0.02
N 1.61515 4.99692 -0.05457  0.04
H -0.23799 -3.38975 -0.80223  -0.02
H -3.31804 -2.08189 -1.32722  -0.01
H 1.69078 5.58401 0.67903  -0.05
H 3.37898 -0.16027 1.45080  -0.06
H 2.63994 0.95722 2.29153  0.03
H 0.59859 -1.93502 -0.27569  -0.03
H 2.19802 -0.52683 2.54307  -0.01
H -4.92127 -2.20800 -1.22077  0.00
H 1.59330 4.06151 0.34073  0.01
H 0.89491 5.09360 -0.71641  -0.01
H -3.95897 -3.25249 -2.21433  -0.02
H -1.03934 -1.94981 -0.79021  0.04


[2]
An isolated molecule of C6H10O in a non-equilibrium geometry, computed with wB97M-V/def2-TZVPD.

Output
net charge: 0
HOMO energy: -7.9 eV
relative energy (zero: lowest compared OMol25 entry of this formula, charge and spin): 2.471 eV
structure (SMILES): C[C@H]1C[C@@]2(O)C[C@@H]12
frontier orbital gap: 8.82 eV
E: -8428.7695 eV

Each line ends with the Löwdin charge.
Atoms and positions in Å:
O -0.02528 2.22737 1.41097  0.04
C -0.28900 -1.78424 -1.03523  -0.07
C 0.85179 0.59174 -0.54246  -0.09
C 1.25851 0.18846 0.84649  -0.05
C -0.36270 -0.25406 -0.98147  -0.31
C 0.04451 0.98172 0.80476  -0.48
C -1.16747 0.31541 0.21725  -0.08
H 0.37603 -2.14998 -1.82443  0.08
H 0.83207 1.63054 -0.79163  0.13
H 2.17121 0.65128 1.20336  0.12
H -1.90249 1.04254 -0.14058  0.12
H -1.62222 -0.37444 0.92437  0.11
H 0.58245 2.20607 2.16232  0.10
H 1.10243 -0.83426 1.17092  0.11
H -1.29050 -2.19161 -1.23567  0.08
H -0.72887 0.08877 -1.95484  0.13
H 0.03976 -2.22980 -0.08892  0.07


[3]
An isolated molecule of C4H9NO3 in a non-equilibrium geometry, computed with wB97M-V/def2-TZVPD.

Output
net charge: 0
HOMO energy: -9.7 eV
relative energy (zero: lowest compared OMol25 entry of this formula, charge and spin): 1.862 eV
structure (SMILES): C[C@@H](O)[C@H](N)C(=O)O
frontier orbital gap: 10.11 eV
E: -11925.6800 eV

Each line ends with the Löwdin charge.
Atoms and positions in Å:
O 1.75630 -0.86210 1.33160  0.14
O -0.81821 1.84276 -0.47901  0.00
O 0.19665 0.64796 1.74172  0.10
N 0.55621 -1.46236 -0.88313  0.06
C 0.80039 -0.06927 0.95182  -0.52
C 0.50480 -0.12194 -0.47620  -0.29
C -0.79965 0.51571 -0.96533  -0.45
C -2.02184 -0.20036 -0.80811  -0.05
H -0.59952 1.77798 0.40569  0.02
H 2.02280 -1.41785 0.52987  0.14
H 1.22679 -1.75249 -1.59641  0.11
H -0.27469 -1.99109 -0.99324  0.07
H -1.96150 -1.09280 -1.46700  0.08
H -1.89114 -0.69975 0.17236  0.10
H -0.74543 0.76583 -2.00447  0.14
H 1.36854 0.49068 -0.91847  0.20
H -3.01953 0.38226 -0.91394  0.14


[4]
An isolated molecule of C25H23NO4, computed with wB97M-V/def2-TZVPD.

Output
net charge: 0
HOMO energy: -8.6 eV
relative energy (zero: lowest compared OMol25 entry of this formula, charge and spin): 1.091 eV
structure (SMILES): COc1ccccc1/C=C(/C(=O)OCC(=O)NCc1ccccc1)c1ccccc1
frontier orbital gap: 8.48 eV
E: -35978.7048 eV

Each line ends with the Löwdin charge.
Atoms and positions in Å:
O -4.88497 0.04475 0.12598  0.07
O -1.15166 -2.28977 0.75628  0.08
O -2.12143 -1.31374 -1.01734  0.02
O 3.22848 -0.76653 1.92586  -0.09
N -3.35400 -0.73217 1.60471  0.08
C -1.88299 1.80686 1.30178  -0.02
C 4.45729 -0.68195 -2.04135  -0.07
C -3.97927 -0.70565 0.41462  -0.48
C -3.41125 -1.73382 -0.58000  -0.04
C 0.20448 -1.10484 -0.79781  -0.08
C 0.62864 1.93636 -2.94607  -0.07
C 2.31258 0.22390 2.34227  -0.07
C -1.47773 1.46085 3.63685  -0.04
C 1.32204 -1.38939 -0.10193  0.05
C 4.92161 -0.44065 0.29694  0.00
C 0.15579 -0.21233 -1.96876  -0.20
C 3.59776 -0.72777 0.59973  -0.23
C -0.44938 0.24140 -4.25207  -0.07
C -0.75880 2.60763 1.22317  -0.08
C -0.40921 -0.62164 -3.17213  -0.03
C -1.06515 -1.64179 -0.26858  -0.43
C 2.68286 -1.00258 -0.43180  -0.14
C 0.67602 1.07531 -1.86637  -0.04
C -3.47571 0.34447 2.56569  -0.11
C 0.06614 1.52164 -4.14196  -0.08
C 0.00820 2.83932 2.35319  -0.11
C -0.35301 2.26458 3.55930  -0.09
C 3.13858 -0.96898 -1.74995  -0.02
C 5.35342 -0.42275 -1.01694  -0.07
C -2.25562 1.23092 2.51129  -0.20
H -0.80501 -1.62196 -3.26377  0.12
H 2.07548 -0.00095 3.38021  0.10
H -4.03712 -1.75927 -1.47253  0.14
H 0.02895 2.19501 -4.98533  0.10
H -3.60489 -0.07580 3.56653  0.12
H 1.03071 2.93486 -2.85492  0.10
H -1.75700 1.01507 4.58077  0.11
H -0.88660 -0.08666 -5.18362  0.10
H 0.88279 3.47040 2.29462  0.10
H 1.21083 -1.98970 0.79493  0.14
H 0.24192 2.44287 4.44285  0.10
H 5.60362 -0.24270 1.10970  0.12
H -3.34693 -2.72354 -0.11541  0.14
H -2.48370 1.63316 0.42061  0.12
H 6.38672 -0.20384 -1.24002  0.10
H 4.78897 -0.67042 -3.06845  0.10
H 1.11246 1.39587 -0.93134  0.11
H 2.44976 -1.20588 -2.54590  0.12
H 2.76431 1.22074 2.28094  0.10
H -0.48751 3.05700 0.27928  0.10
H -4.37137 0.91093 2.29293  0.13
H -2.58024 -1.37515 1.73240  0.12
H 1.39084 0.21594 1.75224  0.08


[5]
A structure of composition C27H36BFeN12O2S, computed with wB97M-V/def2-TZVPD.

Output
net charge: +2
HOMO energy (alpha / beta): -13.6 / -13.6 eV
relative energy (zero: lowest compared OMol25 entry of this formula, charge and spin): 0.000 eV
frontier orbital gap (alpha / beta): 8.32 / 6.19 eV
multiplicity: 6
E: -96450.0044 eV

Each line ends with the Löwdin charge.
Atoms and positions in Å:
Fe -0.05832 0.41087 0.00533  0.92
S -1.33372 1.59190 -1.78829  0.75
O 0.01013 4.41023 2.61540  -0.05
O -4.31916 4.65091 1.89053  0.12
N 0.02963 -1.36549 -0.88551  -0.02
N 3.71541 -2.06313 -0.40703  -0.02
N 0.95097 -0.39585 1.66277  0.01
N 1.71011 1.15372 -0.50907  -0.03
N 2.03574 -1.18229 1.35871  0.04
N -0.78395 0.37484 -4.11036  0.05
N 2.69059 0.20947 -0.59792  0.04
N 4.45658 -2.68961 0.54711  0.12
N -1.66222 1.01296 1.13213  -0.09
N -2.61278 1.76180 -4.06657  0.04
N -2.29622 4.99906 2.85344  0.11
N 1.27559 -1.91455 -0.90744  0.04
C 2.55615 -1.68517 2.48429  -0.01
C 3.82011 0.80368 -0.99345  -0.01
C 2.24034 2.34135 -0.85982  -0.30
C -3.71020 0.47896 2.21595  0.00
C 0.83579 -0.40244 3.00631  -0.30
C -1.84551 2.30926 1.42325  -0.09
C 4.27109 -2.26032 -1.63782  -0.11
C -0.80163 -2.19781 -1.55190  -0.31
C 1.22404 -3.07995 -1.55293  -0.01
C -3.25678 4.22451 2.28029  -0.44
C -0.96245 0.03044 -5.52722  -0.13
C -1.66199 1.18056 -6.23010  -0.15
C -3.92364 1.82262 2.47970  0.06
C -1.09447 4.53705 3.49610  -0.23
C -1.58482 1.20206 -3.45076  -0.75
C 5.38867 -3.02723 -1.47413  0.00
C -2.56693 0.11108 1.53732  -0.12
C -0.17269 0.37987 3.78031  -0.01
C 1.81900 -1.21555 3.55286  0.02
C -2.96317 2.75356 2.10110  -0.08
C -2.93353 1.53828 -5.48197  -0.13
C -0.07557 -3.29760 -1.98360  0.03
C 5.46114 -3.27061 -0.08084  -0.33
C 6.48755 -4.05885 0.66434  -0.02
C -2.25702 -1.92881 -1.73102  -0.01
C 3.57885 2.15435 -1.17554  0.03
C 1.45705 3.60712 -0.81749  -0.02
B 2.47862 -1.27385 -0.11784  -0.63
H -3.67352 0.73934 -5.55904  0.13
H -2.73717 -2.80210 -2.16638  0.10
H 0.45285 5.26198 2.53288  0.10
H 2.11793 4.45322 -0.99049  0.09
H 1.98842 -1.41172 4.59709  0.12
H 3.42396 -2.31933 2.42859  0.11
H 6.99074 -3.43731 1.40409  0.08
H 7.23786 -4.45195 -0.01811  0.08
H 2.10564 -3.69088 -1.65492  0.14
H -4.82850 2.16038 2.96892  0.15
H -3.19543 2.36865 -3.51098  0.14
H -1.26551 3.54504 3.91040  0.12
H 0.18331 0.48865 4.80264  0.10
H -0.44841 -4.15026 -2.52400  0.12
H 0.67629 3.61756 -1.57777  0.05
H -2.35493 -0.92669 1.30976  0.12
H 0.02286 -0.15088 -5.95111  0.13
H 4.28720 2.90796 -1.47218  0.12
H -3.37849 2.45196 -5.86944  0.13
H -1.90318 0.89769 -7.25290  0.13
H -0.86338 5.21324 4.31788  0.14
H 6.06625 -3.37039 -2.23692  0.11
H -0.31098 1.37797 3.36901  0.06
H 6.02800 -4.89756 1.18620  0.08
H -2.53655 5.97907 2.90347  0.16
H -1.13678 -0.12856 3.82553  0.08
H -1.54303 -0.89106 -5.60592  0.13
H -0.99928 2.04652 -6.27111  0.13
H 3.83160 -1.83937 -2.52895  0.13
H 4.73048 0.23730 -1.09857  0.14
H -1.08732 3.00609 1.08717  0.11
H 0.98840 3.74142 0.16042  0.06
H -2.75066 -1.71607 -0.78346  0.07
H -2.42651 -1.07652 -2.38770  0.05
H -0.00821 -0.00935 -3.59632  0.13
H -4.42381 -0.27435 2.51739  0.13


[6]
An isolated molecule of C5H10N2 in a non-equilibrium geometry, computed with wB97M-V/def2-TZVPD.

Output
net charge: 0
HOMO energy: -7.0 eV
relative energy (zero: lowest compared OMol25 entry of this formula, charge and spin): 3.286 eV
structure (SMILES): CC(=C=N)[C@H](C)N
frontier orbital gap: 7.94 eV
E: -8324.0472 eV

Each line ends with the Löwdin charge.
Atoms and positions in Å:
N 0.68580 -0.31849 2.52302  0.14
N -0.28272 1.57989 0.37169  0.03
C -0.14726 0.43424 -0.76834  -0.30
C -0.98795 -1.89501 -0.00696  -0.07
C -0.13597 -0.68512 0.20890  -0.31
C 0.19280 -0.18921 1.41604  -0.23
C 1.14626 0.71690 -1.51218  -0.08
H 1.06045 1.62009 -2.12628  0.07
H -1.25377 1.72775 0.63045  0.09
H -0.62277 -2.49706 -0.84631  0.07
H 0.51489 2.06034 0.78751  0.09
H 0.47351 0.47238 3.13398  0.07
H -0.99661 0.40621 -1.46396  0.13
H -0.99177 -2.52955 0.88446  0.08
H -2.02602 -1.61702 -0.22446  0.07
H 1.99424 0.83753 -0.83189  0.08
H 1.37688 -0.12387 -2.17568  0.08


[7]
A cluster of 2 separate species, C4H3BrCl2 in total in a non-equilibrium geometry, computed with wB97M-V/def2-TZVPD.

Output
net charge: 0
HOMO energy (alpha / beta): -8.0 / -8.1 eV
relative energy (zero: lowest compared OMol25 entry of this formula, charge and spin): 4.576 eV
frontier orbital gap (alpha / beta): 7.07 / 7.01 eV
E: -99277.2291 eV

Each line ends with the Löwdin charge.
Atoms and positions in Å:
Br -0.54427 -1.71901 1.77498  0.79
Cl 1.85677 -0.42642 -2.38816  0.59
Cl 1.64125 -2.90952 -1.21639  0.50
C -0.12913 -0.62131 0.40489  -0.66
C -0.21505 0.74815 0.28738  -0.35
C -1.28596 1.53218 0.69310  0.02
C 1.61238 -1.20568 -0.95952  -1.10
H 0.53616 1.19394 -0.34129  0.07
H -1.43201 2.62275 0.58865  0.07
H -2.04013 0.78491 1.15635  0.07


[8]
The ion C10H17N3O with charge +2 in a non-equilibrium geometry, computed with wB97M-V/def2-TZVPD.

Output
net charge: +2
HOMO energy (alpha / beta): -15.4 / -15.4 eV
relative energy (zero: lowest compared OMol25 entry of this formula, charge and spin): 2.062 eV
structure (SMILES): CO[N@@+](C)(C(C)=[NH2+])c1ccc(N)cc1
frontier orbital gap (alpha / beta): 7.08 / 7.08 eV
E: -17142.6900 eV

Each line ends with the Löwdin charge.
Atoms and positions in Å:
O -0.16760 -1.61077 1.79787  -0.13
N 1.95710 -0.02621 1.94856  0.26
N -0.41236 -0.32187 1.26921  -0.14
N 0.07987 0.50022 -4.32328  0.18
C 0.07209 0.38075 -3.02143  -0.25
C -1.56642 0.22139 2.00337  0.09
C 0.91441 -0.55513 -2.27557  0.02
C -0.85874 1.14485 -2.23107  0.03
C -0.57730 -2.79660 1.06717  0.02
C 0.76470 -0.77438 -0.95573  -0.05
C -0.18881 -0.07296 -0.21108  -0.17
C 0.65817 1.98643 1.66177  0.02
C -0.88603 0.97018 -0.89964  0.00
C 0.81792 0.55176 1.51503  -0.21
H 2.76786 0.69411 2.25294  0.25
H 0.63275 -0.07634 -5.02201  0.18
H -0.37755 1.32220 -4.78245  0.16
H 0.45517 2.33520 2.61636  0.10
H 1.64970 2.37660 1.32902  0.15
H 0.16687 -2.96948 0.23016  0.10
H -0.58453 -3.53396 1.91122  0.14
H -1.58093 -0.40767 2.88312  0.14
H -0.20862 2.40131 1.14743  0.10
H -2.52221 0.17482 1.51853  0.13
H -1.58055 1.45924 -0.19000  0.13
H 1.92351 -1.04024 1.97434  0.14
H -1.26842 1.22235 2.34346  0.11
H 1.60438 -1.11873 -2.91632  0.14
H -1.64116 -2.63224 0.70347  0.13
H -1.47837 1.81239 -2.69212  0.10
H 1.43511 -1.61723 -0.65230  0.14


Q: net charge of number 6 (C5H10N2)?
A: 0


Copy entry 2 word for word.
An isolated molecule of C6H10O in a non-equilibrium geometry, computed with wB97M-V/def2-TZVPD.

Output
net charge: 0
HOMO energy: -7.9 eV
relative energy (zero: lowest compared OMol25 entry of this formula, charge and spin): 2.471 eV
structure (SMILES): C[C@H]1C[C@@]2(O)C[C@@H]12
frontier orbital gap: 8.82 eV
E: -8428.7695 eV

Each line ends with the Löwdin charge.
Atoms and positions in Å:
O -0.02528 2.22737 1.41097  0.04
C -0.28900 -1.78424 -1.03523  -0.07
C 0.85179 0.59174 -0.54246  -0.09
C 1.25851 0.18846 0.84649  -0.05
C -0.36270 -0.25406 -0.98147  -0.31
C 0.04451 0.98172 0.80476  -0.48
C -1.16747 0.31541 0.21725  -0.08
H 0.37603 -2.14998 -1.82443  0.08
H 0.83207 1.63054 -0.79163  0.13
H 2.17121 0.65128 1.20336  0.12
H -1.90249 1.04254 -0.14058  0.12
H -1.62222 -0.37444 0.92437  0.11
H 0.58245 2.20607 2.16232  0.10
H 1.10243 -0.83426 1.17092  0.11
H -1.29050 -2.19161 -1.23567  0.08
H -0.72887 0.08877 -1.95484  0.13
H 0.03976 -2.22980 -0.08892  0.07


Q: Which of these has the lowest E?
A: C4H3BrCl2


Q: Number 8 is which compound?
A: C10H17N3O